DFT (ωB97M-V/def2-TZVPD) results for C3H7NO2S2 in the gas phase at a distorted geometry.

Positions of all 15 atoms, in Å:
N 1.35390 0.62314 1.25045
C 0.12429 0.39146 0.49174
C 0.33662 -0.64173 -0.60203
S 1.29069 -0.02250 -2.01447
S 0.02450 -0.25329 -3.61313
C -0.87941 -0.24402 1.44892
O -0.73435 -1.29891 1.99463
O -1.98208 0.52069 1.58677
H 1.97426 -0.16730 1.16056
H 1.81685 1.48097 0.99143
H -0.25451 1.34132 0.14205
H -0.56921 -1.11355 -0.97827
H 0.86053 -1.49341 -0.18263
H -0.64933 0.90810 -3.57916
H -2.71276 -0.03096 1.90314

For the LUMO energy, the calculation gives 0.41 eV. The calculation puts the HOMO energy at -9.35 eV. For the energy above the lowest of the compared OMol25 structures with the same formula, charge and spin, the calculation gives 4.3 kcal per mole. Its HOMO-LUMO gap is 9.76 eV. For the molecular weight, the calculation gives 153.23 Da. The total energy comes out at -1120.13342 hartree. As for the SMILES: N[C@@H](CSS)C(=O)O.

=====

DFT (ωB97M-V/def2-TZVPD) results for C15H21N3S as an isolated structure at a distorted geometry.

Positions of all 40 atoms, in Å:
S -1.78994 0.95175 1.19897
C -0.25752 0.57418 1.18175
N 0.25419 -0.71774 1.19355
H 1.25300 -0.65939 1.27118
C -0.65232 -1.66558 1.54979
H -1.48373 -1.33832 1.44883
C -0.03186 -2.65477 0.40658
H -0.20771 -2.36335 -0.71649
C 0.93913 -3.48727 0.83651
H 1.28498 -4.41390 0.38214
H 1.94648 -2.93747 0.81559
C 0.25734 -3.81301 2.07381
H 0.80467 -4.32911 3.10040
C -0.04393 -2.52950 2.64960
H -1.04210 -2.49508 3.40836
H 0.86721 -1.87243 3.20198
C -0.87410 -4.54887 1.90775
H -1.63088 -4.49635 2.51734
H -0.73961 -5.79696 1.51780
C -1.14983 -3.87504 0.39410
H -2.35781 -3.39676 0.43404
H -1.05368 -4.50103 -0.54140
N 0.67895 1.69542 0.87629
H 0.31328 2.64317 0.71122
C 1.72045 1.58680 0.23633
H 2.34500 2.59562 0.47103
H 2.55208 1.10502 1.18658
C 1.91968 1.07086 -1.16914
C 1.10014 2.08768 -1.88087
N 0.88071 3.25967 -1.47082
C -0.05640 3.95252 -2.32359
C -0.85432 3.59417 -3.33214
C -0.53201 2.18225 -3.71008
C 0.28387 1.52456 -2.87070
H 0.46990 0.46432 -3.18238
H -1.03969 1.67640 -4.68072
H -1.57499 4.17630 -3.87075
H 0.14916 5.02977 -1.87239
H 2.97029 1.26997 -1.49918
H 1.76101 0.16685 -1.25850

For the LUMO energy, the calculation gives 0.55 eV. The calculation puts the HOMO energy at -8.00 eV. For the energy above the lowest of the compared OMol25 structures with the same formula, charge and spin, the calculation gives 336.4 kcal per mole. Its HOMO-LUMO gap is 8.55 eV. For the molecular weight, the calculation gives 275.42 Da. The total energy comes out at -1146.12348 hartree.

=====

DFT (ωB97M-V/def2-TZVPD) results for C39H50N8Si2Sr as an isolated structure at a distorted geometry.

Positions of all 100 atoms, in Å:
Sr 0.24357 -0.46119 0.04486
C 4.50051 2.42385 2.69554
C 5.50628 1.38316 3.11709
C 6.38732 1.63126 4.14465
C 7.39646 0.70186 4.51630
C 7.52731 -0.47157 3.76634
C 6.64998 -0.75944 2.74590
C 5.58075 0.13935 2.42593
N 4.73643 -0.16966 1.34944
C 3.37200 -0.32994 1.38693
N 2.88069 -0.31804 2.65074
C 1.60763 -0.17356 3.24252
C 0.43878 -0.01173 2.48308
C -0.74176 0.13829 3.21550
C -0.78119 0.13753 4.60832
C 0.39937 -0.03085 5.31587
C 1.60879 -0.18981 4.65310
C 2.88172 -0.38315 5.44508
N 2.70764 -0.62884 0.27076
C 3.34158 -0.40044 -0.95104
C 3.90203 0.84565 -1.30417
C 4.49773 1.05096 -2.52932
C 4.57554 0.01545 -3.45962
C 4.01168 -1.21202 -3.13280
C 3.38834 -1.43436 -1.91611
C 2.80817 -2.77648 -1.56741
H 4.82145 3.41395 3.02226
H 3.50613 2.23453 3.10845
H 4.39882 2.43176 1.60800
H 6.32734 2.58073 4.66914
H 8.07119 0.91767 5.33557
H 8.31878 -1.17551 4.00560
H 6.73850 -1.68186 2.17953
H 5.16053 -0.64232 0.55579
H 3.65339 -0.32604 3.30714
H -1.68227 0.25783 2.67840
H -1.72283 0.25645 5.13557
H 0.38976 -0.04039 6.40217
H 2.65855 -0.40611 6.51256
H 3.60523 0.42294 5.27526
H 3.37675 -1.32534 5.18787
H 3.83854 1.65608 -0.58889
H 4.91244 2.02329 -2.76910
H 5.06189 0.16412 -4.41557
H 4.07545 -2.03125 -3.84323
H 3.04529 -3.51805 -2.33173
H 1.72134 -2.72276 -1.47043
H 3.19020 -3.12185 -0.60436
C -0.27383 3.84060 0.10300
Si -2.15361 3.79197 0.01931
C -2.77957 4.76817 -1.48467
C -2.85686 4.64015 1.55896
N -2.59912 2.14164 -0.07605
C -3.77285 1.36552 -0.07096
C -5.13452 1.58956 0.01096
C -6.07460 0.54221 0.01806
C -5.81266 -0.81999 -0.03305
C -4.58006 -1.55960 -0.09743
C -3.26158 -1.15721 -0.14046
N -2.15601 -1.94496 -0.19733
Si -1.95406 -3.60489 -0.11476
C -1.06542 -4.22515 -1.68725
C -3.41429 -4.83335 0.04637
C -0.82095 -4.06631 1.34546
H 0.09824 4.85687 0.25407
H 0.18011 3.44512 -0.80902
H 0.06543 3.21760 0.93479
H -2.57957 5.83819 -1.37773
H -3.85755 4.63662 -1.60598
H -2.29645 4.42062 -2.40132
H -2.63933 5.71202 1.55242
H -2.41514 4.20458 2.45766
H -3.94009 4.51355 1.62294
H -5.46759 2.62099 0.07259
H -7.12083 0.83000 0.07586
H -6.69798 -1.45203 -0.01283
H -4.70343 -2.63589 -0.10312
H -1.63381 -3.96520 -2.58416
H -0.92092 -5.31042 -1.67531
H -0.07829 -3.76448 -1.77765
H -4.10871 -4.73408 -0.79297
H -3.97647 -4.65652 0.96745
H -3.05705 -5.86695 0.06443
H 0.12257 -3.51106 1.30358
H -0.58092 -5.13447 1.35836
H -1.29963 -3.81304 2.29419
C 0.94006 -1.62461 -4.57540
C 0.24917 -0.35336 -4.23151
N 0.13236 0.18839 -3.04697
C -0.58752 1.34488 -3.21185
C -0.90369 1.51681 -4.52274
N -0.36232 0.42411 -5.17188
H 1.13304 -2.18184 -3.66279
H 1.89768 -1.42880 -5.06233
H 0.32570 -2.23424 -5.24092
H -0.86204 1.95172 -2.36493
H -1.46204 2.27489 -5.04319
H -0.45564 0.20801 -6.14582
N -2.97998 0.22819 -0.13692
C -1.81075 0.95389 -0.15380

For the LUMO energy (spin up / spin down), the calculation gives 3.87 / 3.87 eV. The calculation puts the HOMO energy (spin up / spin down) at 1.41 / 1.26 eV. For the energy above the lowest of the compared OMol25 structures with the same formula, charge and spin, the calculation gives 115.6 kcal per mole. Its HOMO-LUMO gap (spin up / spin down) is 2.46 / 2.61 eV. For the molecular weight, the calculation gives 774.68 Da. The total energy comes out at -2563.87253 hartree. As for the charge: -2.

=====

DFT (ωB97M-V/def2-TZVPD) results for C14H14N2O5RuS5 as an isolated structure at a distorted geometry.

Positions of all 41 atoms, in Å:
Ru 0.55520 -0.03573 0.73490
S -3.02824 0.78479 6.34394
C -1.91576 0.54535 5.16989
S -1.02471 1.86079 4.44077
C -0.05025 0.87902 3.38476
C -0.26124 -0.48345 3.44322
S 0.63670 -1.62907 2.52652
S -1.48622 -1.02773 4.55637
S 1.12683 1.59901 2.34948
O -3.40067 -4.55402 0.53733
C -2.87711 -3.50537 0.28096
C -1.72809 -3.29124 -0.70138
O -1.42882 -4.04620 -1.59491
C -1.11991 -2.02103 -0.28098
C -2.01568 -1.31617 0.59499
O -1.76811 -0.15703 1.01582
C -3.17402 -2.16309 0.93467
O -4.15636 -1.89907 1.58741
O 0.00773 -1.54836 -0.61181
C 4.02462 1.52060 -2.58443
C 2.65898 1.64593 -3.26132
N 1.73146 2.52445 -2.55986
C 1.59683 3.87693 -3.07167
C 2.69865 4.80385 -2.56210
C 1.12297 2.10842 -1.43671
C 0.11152 2.98426 -0.76083
N 1.34061 0.95053 -0.89960
H 4.60086 0.73825 -3.06895
H 3.93608 1.27412 -1.52933
H 4.58432 2.44668 -2.66474
H 2.19945 0.65677 -3.36466
H 2.78898 2.04875 -4.26801
H 0.62368 4.28026 -2.79522
H 1.63068 3.82309 -4.16302
H 2.74216 4.78210 -1.47652
H 2.49012 5.82161 -2.87760
H 3.66753 4.51265 -2.95783
H 0.56074 3.87998 -0.33933
H -0.34775 2.40703 0.04789
H -0.67298 3.27534 -1.45417
H 1.98033 0.32927 -1.39503

For the LUMO energy (spin up / spin down), the calculation gives -2.85 / -3.10 eV. The calculation puts the HOMO energy (spin up / spin down) at -7.78 / -7.58 eV. For the energy above the lowest of the compared OMol25 structures with the same formula, charge and spin, the calculation gives 43.2 kcal per mole. Its HOMO-LUMO gap (spin up / spin down) is 4.93 / 4.48 eV. For the molecular weight, the calculation gives 551.68 Da. The total energy comes out at -3113.34760 hartree.